Entry 1:
{
  "formula": "C4H8N2",
  "method": "ωB97M-V/def2-TZVPD",
  "total_energy_ev": -7253.4736,
  "gap_ev": 9.24,
  "e_above_lowest_kcal_mol": 101.5,
  "spin_multiplicity": 1,
  "total_charge": 0,
  "homo_energy_ev": -8.8,
  "symbols": ["N", "N", "C", "C", "C", "C", "H", "H", "H", "H", "H", "H", "H", "H"],
  "positions_angstrom": [[-1.75352, 1.22746, 0.38048], [-0.71957, -0.45533, -2.46353], [-0.86135, -0.26063, -1.33035], [-0.00521, 0.80248, 0.88503], [-0.99194, 0.00976, 0.09988], [1.93604, -0.94900, 0.21262], [0.57499, 1.41560, 0.16515], [-1.38944, -0.85974, 0.62432], [1.80446, -2.00594, 0.44856], [1.63940, -0.76707, -0.82621], [-2.59139, 1.06391, 0.92749], [-1.94751, 1.80440, -0.43008], [2.97023, -0.63828, 0.35825], [1.33481, -0.38762, 0.94838]],
  "mulliken_charge": [-0.383, -0.432, 0.090, -0.749, 0.271, -1.012, 0.272, 0.256, 0.283, 0.229, 0.244, 0.263, 0.327, 0.340]
}


Entry 2:
{
  "formula": "C4H8N2",
  "method": "ωB97M-V/def2-TZVPD",
  "total_energy_ev": -7255.9270,
  "smiles": "[H]/N=C(C)/N=C/C",
  "gap_ev": 9.51,
  "e_above_lowest_kcal_mol": 44.9,
  "spin_multiplicity": 1,
  "total_charge": 0,
  "homo_energy_ev": -8.8,
  "symbols": ["N", "N", "C", "C", "C", "C", "H", "H", "H", "H", "H", "H", "H", "H"],
  "positions_angstrom": [[0.27235, -1.35605, 0.03791], [0.04401, 0.83377, 0.04245], [0.84947, -0.19170, 0.32050], [-1.13856, 0.21858, -0.13402], [-2.04163, 0.61087, -1.25098], [2.19542, -0.00842, 0.94869], [0.65104, -2.15917, 0.54634], [2.73962, 0.77953, 0.42616], [-1.61893, -0.28166, 0.71047], [-1.46822, 0.88199, -2.13735], [2.79073, -0.92183, 0.91476], [-2.61707, 1.48734, -0.93160], [2.08406, 0.29762, 1.99300], [-2.74228, -0.19088, -1.48636]],
  "mulliken_charge": [-0.663, -0.668, 0.674, 0.437, -1.080, -0.982, 0.180, 0.290, 0.348, 0.286, 0.313, 0.292, 0.257, 0.316]
}


Entry 3:
{
  "formula": "C4H8N2",
  "method": "ωB97M-V/def2-TZVPD",
  "total_energy_ev": -7256.2394,
  "smiles": "CCN=C=CN",
  "gap_ev": 8.93,
  "e_above_lowest_kcal_mol": 37.7,
  "spin_multiplicity": 1,
  "total_charge": 0,
  "homo_energy_ev": -7.9,
  "symbols": ["N", "N", "C", "C", "C", "C", "H", "H", "H", "H", "H", "H", "H", "H"],
  "positions_angstrom": [[1.30738, 0.43927, 0.71459], [-1.68297, -1.30565, 1.39682], [1.54270, 0.55460, -0.73456], [0.30362, 0.41326, -1.60710], [0.15569, 0.24205, 1.10278], [-1.09097, -0.00997, 1.43615], [2.03198, 1.52070, -0.90071], [2.28388, -0.21337, -0.98371], [0.56603, 0.47739, -2.66693], [-1.75499, 0.82013, 1.65702], [-0.19128, -0.54848, -1.43177], [-2.03212, -1.58469, 2.30794], [-1.01256, -2.00333, 1.09287], [-0.42640, 1.19807, -1.38338]],
  "mulliken_charge": [-0.513, -0.521, -0.210, -1.073, 0.523, -0.542, 0.280, 0.287, 0.344, 0.347, 0.299, 0.222, 0.238, 0.320]
}


Entry 4:
{
  "formula": "C4H8N2",
  "method": "ωB97M-V/def2-TZVPD",
  "total_energy_ev": -7254.6800,
  "gap_ev": 8.96,
  "e_above_lowest_kcal_mol": 73.7,
  "spin_multiplicity": 1,
  "total_charge": 0,
  "homo_energy_ev": -8.2,
  "symbols": ["N", "N", "C", "C", "C", "C", "H", "H", "H", "H", "H", "H", "H", "H"],
  "positions_angstrom": [[2.41162, -1.16880, 1.54231], [0.61787, 0.25986, 0.02169], [1.33990, -1.02863, -0.78940], [-0.70631, 0.28070, 0.66346], [1.86429, -1.00543, 0.53237], [-1.73233, 0.92321, -0.25540], [0.72254, -1.91358, -1.07511], [-1.46480, 1.96704, -0.46287], [-2.73525, 0.90216, 0.17814], [-1.73922, 0.38005, -1.20521], [-0.98397, -0.74596, 0.91863], [1.01509, 1.18898, -0.09220], [-0.69354, 0.82330, 1.63593], [2.08413, -0.86290, -1.61233]],
  "mulliken_charge": [-0.524, -0.227, -0.368, -0.391, 0.340, -1.043, 0.226, 0.294, 0.354, 0.272, 0.305, 0.221, 0.300, 0.241]
}


Entry 5:
{
  "formula": "C4H8N2",
  "method": "ωB97M-V/def2-TZVPD",
  "total_energy_ev": -7251.9972,
  "smiles": "C=NNC1CC1",
  "gap_ev": 9.71,
  "e_above_lowest_kcal_mol": 135.6,
  "spin_multiplicity": 1,
  "total_charge": 0,
  "homo_energy_ev": -8.6,
  "symbols": ["N", "N", "C", "C", "C", "C", "H", "H", "H", "H", "H", "H", "H", "H"],
  "positions_angstrom": [[1.58435, -0.76450, -1.07279], [1.05620, 0.46226, -0.62362], [-0.95343, 1.35443, 0.60477], [0.68373, -1.64055, -0.86919], [-0.15166, 0.29451, -0.15507], [-0.75596, 0.09206, 1.16210], [1.64670, 1.25655, -1.15558], [0.05481, -0.00932, 2.03797], [-0.13391, -1.50362, -0.11692], [-1.42412, -0.87704, 1.22499], [1.05937, -2.67836, -1.24745], [-0.24513, 1.92036, 1.15936], [-1.68483, 2.00152, 0.22565], [-0.73612, 0.09170, -1.17421]],
  "mulliken_charge": [-0.579, -0.015, -0.848, -0.231, -0.164, -0.565, 0.306, 0.164, 0.202, 0.369, 0.301, 0.280, 0.366, 0.416]
}


Entry 6:
{
  "formula": "C4H8N2",
  "method": "ωB97M-V/def2-TZVPD",
  "total_energy_ev": -7254.6018,
  "smiles": "CCCC1N=N1",
  "gap_ev": 10.81,
  "e_above_lowest_kcal_mol": 75.5,
  "spin_multiplicity": 1,
  "total_charge": 0,
  "homo_energy_ev": -9.9,
  "symbols": ["N", "N", "C", "C", "C", "C", "H", "H", "H", "H", "H", "H", "H", "H"],
  "positions_angstrom": [[-3.39540, -0.46986, -0.24377], [-3.17325, 0.71762, -0.32435], [-2.04580, -0.12335, -0.69676], [-0.91850, -0.14567, 0.59808], [0.24540, 0.82165, 0.27801], [1.43640, -0.02042, -0.24552], [1.26916, -1.04116, 0.02115], [-0.43830, -1.15906, 0.63630], [2.39646, 0.38331, 0.05478], [0.60797, 1.11216, 1.31593], [-1.59829, 0.11754, 1.53367], [-1.72203, -0.17362, -1.75991], [-0.02164, 1.67369, -0.30181], [1.41583, -0.04145, -1.28824]],
  "mulliken_charge": [-0.255, -0.251, 0.118, -0.619, -0.408, -1.152, 0.337, 0.199, 0.322, 0.236, 0.356, 0.365, 0.430, 0.324]
}